ORCA calculation (wB97M-V/def2-TZVPD) on a cluster of 2 separate species, C4H12NO2 in total at a distorted geometry.

Computed properties:
- max |F| (hartree/bohr) = 0.02411
- ΔE to the lowest compared entry with this formula, charge and spin (eV) = 1.299
- multiplicity = 2
- frontier orbital gap (alpha / beta) (eV) = 8.40 / 4.47
- total charge = +2
- calculated total energy (eV) = -9906.1364
- M (g/mol) = 106.14
- expectation value of S² = 0.758

Geometry (Å):
O -1.315 0.403 -1.925
C -1.124 -0.660 -1.436
C -0.882 -0.910 0.051
N -1.062 0.295 0.924
C -0.083 0.236 2.180
C 1.322 0.529 1.743
H -1.331 -1.570 -2.064
H -1.564 -1.688 0.392
H 0.156 -1.252 0.161
H -2.018 0.364 1.282
H -0.835 1.182 0.462
H -0.314 -0.732 2.620
H -0.522 0.990 2.831
H 1.438 1.367 1.054
H 1.749 -0.331 1.222
H 1.945 0.747 2.612
H 2.651 -0.800 -1.963
H 2.192 0.599 -2.406
O 2.155 -0.028 -1.672